{
  "formula": "C27H39Br2O4PS4W",
  "method": "the ωB97M-V functional and the def2-TZVPD basis",
  "s2": 0.76,
  "charge": 3,
  "energy_ha": -8501.4777,
  "homo_lumo_gap_ev": [4.339, 4.733],
  "homo_energy_ev": [-15.77, -16.17],
  "multiplicity": 2,
  "species": ["W", "Br", "C", "Br", "H", "H", "O", "S", "C", "C", "C", "C", "S", "O", "C", "C", "C", "C", "C", "C", "C", "C", "C", "C", "C", "C", "H", "H", "H", "H", "H", "H", "H", "H", "H", "H", "H", "H", "H", "H", "H", "H", "H", "H", "C", "C", "O", "P", "S", "S", "O", "C", "C", "H", "H", "H", "H", "H", "H", "H", "H", "H", "H", "C", "C", "C", "C", "C", "C", "H", "H", "H", "H", "H", "H", "H", "H", "H"],
  "positions_angstrom": [[-0.152, -0.189, 1.047], [1.062, -0.566, 3.150], [3.172, 2.305, 7.436], [3.390, 2.329, 5.707], [3.826, 1.689, 8.048], [2.392, 2.915, 7.886], [1.623, -0.630, 0.147], [3.130, -0.302, 0.392], [3.650, 0.335, -1.220], [3.054, -0.374, -2.432], [1.603, 0.045, -2.742], [0.623, -1.123, -2.668], [-1.038, -0.664, -2.138], [-0.762, 0.206, -0.871], [-1.504, 0.555, -3.329], [-2.204, 0.080, -4.431], [-2.560, 0.979, -5.424], [-2.238, 2.324, -5.289], [-1.562, 2.781, -4.164], [-1.183, 1.895, -3.168], [3.893, -1.898, 0.419], [5.240, -1.930, 0.764], [5.891, -3.153, 0.775], [5.195, -4.315, 0.466], [3.845, -4.265, 0.146], [3.179, -3.048, 0.117], [4.738, 0.236, -1.183], [3.404, 1.398, -1.200], [3.150, -1.456, -2.308], [3.698, -0.120, -3.274], [1.544, 0.491, -3.733], [1.292, 0.817, -2.037], [0.930, -1.873, -1.937], [0.488, -1.635, -3.624], [-2.473, -0.966, -4.516], [-3.101, 0.631, -6.293], [-2.529, 3.023, -6.061], [-1.333, 3.833, -4.062], [-0.675, 2.238, -2.275], [5.776, -1.023, 1.020], [6.940, -3.200, 1.032], [5.708, -5.266, 0.483], [3.307, -5.175, -0.081], [2.124, -2.999, -0.116], [-4.280, -3.179, -1.430], [-4.354, -3.313, 0.066], [-3.830, -2.071, 0.685], [-2.551, -2.043, 1.566], [-2.277, -0.088, 2.094], [-0.860, -2.527, 0.567], [-2.648, -3.018, 2.768], [-3.586, -2.883, 3.909], [-4.971, -3.353, 3.554], [-4.725, -4.064, -1.885], [-3.245, -3.104, -1.765], [-4.837, -2.305, -1.766], [-3.780, -4.160, 0.442], [-5.376, -3.391, 0.428], [-3.563, -1.840, 4.227], [-3.125, -3.498, 4.675], [-5.450, -2.701, 2.824], [-5.580, -3.338, 4.459], [-4.954, -4.376, 3.182], [0.976, 4.903, -0.205], [-0.030, 4.489, 0.879], [-1.446, 4.963, 0.500], [0.375, 5.082, 2.237], [-0.059, 3.031, 0.979], [-0.101, 1.808, 1.049], [0.989, 5.990, -0.288], [0.697, 4.491, -1.176], [1.984, 4.568, 0.042], [-1.439, 6.049, 0.411], [-2.174, 4.683, 1.261], [-1.761, 4.541, -0.455], [0.372, 6.170, 2.166], [1.380, 4.762, 2.518], [-0.326, 4.787, 3.018]],
  "forces_ev_per_angstrom": [[-0.1, -0.1, -0.1], [0.0, 0.1, -0.2], [0.1, 0.0, 0.0], [0.0, 0.0, 0.2], [0.0, 0.0, 0.0], [0.0, 0.0, 0.0], [0.1, -0.1, -0.1], [0.0, 0.0, -0.1], [0.0, 0.0, 0.0], [0.1, 0.0, 0.0], [-0.1, 0.0, 0.0], [0.0, 0.0, 0.0], [0.0, 0.0, -0.2], [0.1, 0.0, 0.4], [0.0, -0.1, 0.0], [0.0, 0.0, 0.0], [0.0, 0.0, 0.0], [0.0, 0.0, 0.0], [0.0, 0.0, 0.0], [0.0, 0.1, 0.0], [0.0, 0.0, 0.0], [0.0, 0.0, 0.0], [0.0, 0.0, 0.0], [0.0, 0.0, 0.0], [0.0, 0.0, 0.0], [0.0, 0.0, 0.0], [0.0, 0.0, 0.0], [0.0, 0.0, 0.0], [0.0, 0.0, 0.0], [0.0, 0.0, 0.0], [0.0, 0.0, 0.0], [0.0, 0.0, 0.0], [0.0, 0.0, 0.0], [-0.1, 0.0, 0.0], [0.0, 0.0, 0.0], [0.0, 0.0, 0.0], [0.0, 0.0, 0.0], [0.0, 0.0, 0.0], [0.0, 0.0, 0.0], [0.0, 0.0, 0.0], [0.0, 0.0, 0.0], [0.0, 0.0, 0.0], [0.0, 0.0, 0.0], [0.0, 0.0, 0.0], [0.0, 0.0, 0.0], [0.0, 0.0, 0.0], [0.0, 0.0, 0.0], [0.0, 0.0, 0.0], [-0.1, 0.0, 0.0], [0.0, 0.0, 0.0], [0.0, 0.0, 0.0], [0.0, 0.0, 0.0], [0.0, 0.0, 0.0], [0.0, 0.0, 0.0], [0.0, 0.0, 0.0], [0.0, 0.0, 0.0], [0.0, 0.0, 0.0], [0.0, 0.0, 0.0], [0.0, 0.0, 0.0], [0.0, 0.0, 0.0], [0.0, 0.0, 0.0], [0.0, 0.0, 0.0], [0.0, 0.0, 0.0], [0.0, 0.0, 0.0], [0.0, 0.0, 0.0], [0.0, 0.0, 0.0], [0.0, 0.0, 0.0], [-0.1, 0.0, 0.0], [0.1, 0.2, 0.1], [0.0, 0.0, 0.0], [0.0, 0.0, 0.0], [0.0, 0.0, 0.0], [0.0, 0.0, 0.0], [0.0, 0.0, 0.0], [0.0, 0.0, 0.0], [0.0, 0.0, 0.0], [0.0, 0.0, 0.0], [0.0, 0.0, 0.0]],
  "lowdin_charge": [0.911, 0.181, -0.250, 1.101, 0.068, 0.068, -0.785, 1.060, -0.284, -0.180, -0.204, -0.298, 1.072, -0.735, -0.393, -0.069, -0.037, -0.030, -0.039, -0.067, -0.403, -0.076, -0.038, -0.030, -0.035, -0.067, 0.110, 0.104, 0.118, 0.132, 0.130, 0.090, 0.065, 0.121, 0.119, 0.125, 0.124, 0.119, 0.100, 0.119, 0.124, 0.125, 0.123, 0.082, -0.057, -0.214, -0.306, -0.018, 0.427, 0.397, -0.297, -0.196, -0.057, 0.100, 0.059, 0.093, 0.121, 0.127, 0.108, 0.131, 0.077, 0.100, 0.095, -0.032, -0.615, -0.022, -0.036, -0.035, -0.245, 0.100, 0.080, 0.087, 0.102, 0.096, 0.086, 0.099, 0.081, 0.091]
}